{"formula": "C19H27BrN3O2PS", "method": "the ωB97M-V functional and the def2-TZVPD basis", "symbols": ["C", "C", "C", "C", "C", "O", "C", "C", "C", "P", "S", "C", "N", "C", "C", "Br", "C", "C", "C", "C", "C", "C", "O", "N", "C", "C", "N", "H", "H", "H", "H", "H", "H", "H", "H", "H", "H", "H", "H", "H", "H", "H", "H", "H", "H", "H", "H", "H", "H", "H", "H", "H", "H", "H"], "positions_angstrom": [[-5.114554, 0.416794, 1.117209], [-4.138672, 1.258466, 1.940575], [-3.198934, 2.066460, 1.046694], [-2.007252, 1.314939, 0.506980], [-1.801815, 1.262494, -0.913682], [-2.687732, 1.896341, -1.726917], [-2.581725, 3.324602, -1.794435], [-2.067805, 3.759733, -3.152225], [-0.768655, 0.570823, -1.483299], [-0.603056, 0.438344, -3.285238], [-2.190752, 0.007418, -4.335078], [0.160394, -0.083126, -0.639168], [1.228606, -0.735148, -1.160425], [2.062696, -1.328391, -0.344930], [3.259467, -1.945581, -1.012970], [3.253632, -3.892415, -0.919779], [4.603757, -1.340305, -0.557396], [5.237156, -0.507735, -1.672520], [1.854836, -1.319239, 1.063124], [2.739888, -2.030652, 2.051247], [1.918720, -3.102396, 2.775379], [2.411826, -4.482245, 2.758657], [1.273717, -4.013297, 1.940674], [0.845407, -0.667605, 1.580519], [-0.018618, -0.034042, 0.752309], [-1.112860, 0.680039, 1.313604], [-1.243997, 0.743843, 2.733708], [-4.577846, -0.288888, 0.483399], [-5.720174, 1.059889, 0.478762], [-5.782023, -0.139372, 1.773187], [-4.709210, 1.943592, 2.569146], [-3.585746, 0.610226, 2.613254], [-2.829911, 2.937968, 1.594240], [-3.775343, 2.452791, 0.214195], [-3.588800, 3.721283, -1.659986], [-1.965712, 3.710494, -0.981050], [-2.336627, 4.793956, -3.352633], [-0.994106, 3.605445, -3.248354], [-2.551595, 3.135906, -3.904293], [0.037014, 1.620010, -3.690157], [0.369374, -0.542953, -3.429640], [3.139567, -1.741910, -2.070793], [4.415916, -0.696714, 0.302665], [5.290660, -2.121293, -0.241369], [5.697713, -1.164857, -2.409035], [4.468436, 0.061936, -2.195496], [5.975636, 0.187670, -1.283173], [3.075468, -1.326049, 2.811099], [3.572550, -2.528444, 1.564698], [1.416464, -2.765948, 3.681507], [3.279250, -4.731600, 2.161888], [1.971567, -5.230394, 3.402538], [-0.537256, 1.357805, 3.119666], [-1.068937, -0.178667, 3.113117]], "atomic_forces_ev_per_a": [[0.15, 0.20, 0.15], [-0.39, -0.35, -0.16], [0.25, 0.19, 0.35], [-0.37, 0.13, -0.56], [-0.09, 0.13, 0.24], [0.10, 0.03, 0.05], [-0.27, 0.36, -0.15], [-0.12, -0.48, -0.08], [0.22, 0.03, -0.38], [-0.89, -0.37, -0.47], [0.14, 0.09, 0.10], [0.13, -0.25, 0.24], [0.00, 0.05, 0.11], [-0.14, -0.13, -0.19], [0.38, 0.25, -0.13], [-0.06, -0.14, 0.05], [-0.10, 0.18, 0.01], [-0.28, -0.22, -0.06], [-0.04, 0.28, 0.26], [-0.55, -0.53, 0.21], [0.85, 0.28, 0.49], [-1.51, -0.24, -0.99], [0.32, -0.01, -0.03], [-0.03, 0.02, -0.10], [0.19, -0.24, -0.09], [0.26, 0.01, 0.42], [-0.19, -0.03, -0.09], [-0.03, -0.07, -0.07], [-0.07, -0.05, -0.09], [-0.05, -0.10, -0.04], [0.01, 0.09, 0.01], [0.10, 0.12, 0.02], [0.03, -0.01, 0.07], [-0.09, 0.05, -0.09], [-0.06, -0.06, 0.08], [0.07, -0.08, 0.09], [0.19, 0.14, 0.06], [0.06, 0.20, 0.01], [-0.03, 0.03, -0.07], [0.20, 0.00, 0.15], [0.33, 0.14, 0.11], [-0.10, -0.11, -0.07], [0.06, -0.02, 0.09], [0.01, -0.04, 0.09], [0.12, 0.05, -0.05], [0.02, 0.17, 0.04], [0.13, -0.03, -0.02], [0.27, 0.11, -0.14], [0.15, 0.19, 0.01], [-0.36, 0.01, -0.29], [0.11, -0.06, 0.12], [0.71, 0.04, 0.59], [0.05, 0.00, 0.05], [0.19, 0.03, 0.12]], "nbo_charge": [-0.6060, -0.3913, -0.4244, -0.0712, 0.3758, -0.5230, -0.0608, -0.6423, -0.4533, 0.8793, -0.5891, 0.2135, -0.4117, 0.1750, -0.2649, 0.0091, -0.4228, -0.6030, 0.2210, -0.4762, 0.0742, -0.1283, -0.4954, -0.3916, 0.0511, 0.2415, -0.8527, 0.2055, 0.1983, 0.2085, 0.1987, 0.2223, 0.2206, 0.2197, 0.1858, 0.1769, 0.2174, 0.1997, 0.2416, -0.0408, 0.0055, 0.2454, 0.2050, 0.2239, 0.2121, 0.2060, 0.2169, 0.2350, 0.2265, 0.1868, 0.1925, 0.2009, 0.3752, 0.3817], "homo_energy_ev": -8.15, "charge": 0, "multiplicity": 1, "smiles": "CCCc1c(OCC)c([PH2]=S)c2nc([C@H](Br)CC)c(C[C@@H]3CO3)nc2c1N", "gap_ha": 0.280}

{"formula": "C4H9BrN", "method": "the ωB97M-V functional and the def2-TZVPD basis", "symbols": ["C", "N", "C", "C", "C", "Br", "H", "H", "H", "H", "H", "H", "H", "H", "H"], "positions_angstrom": [[-0.357182, -0.893686, 1.803779], [0.275434, -0.150002, 0.767873], [0.863169, -0.874346, -0.478607], [-0.318179, 0.076145, -0.597568], [-0.364305, 1.604763, -1.373080], [0.614401, 1.656795, -3.039037], [-0.180301, -1.852769, 1.556052], [0.278566, -0.858775, 2.743463], [-1.393903, -0.642467, 2.086245], [0.889562, 0.617659, 1.159796], [0.641819, -1.935104, -0.594102], [1.844763, -0.491773, -0.780754], [-1.350866, -0.366205, -0.661847], [-0.099730, 2.501661, -0.702804], [-1.343249, 1.608106, -1.889409]], "atomic_forces_ev_per_a": [[0.03, 1.22, 3.50], [1.98, 2.06, -1.47], [-1.30, 1.98, -0.01], [-0.43, 1.50, -1.04], [-0.14, -1.66, 0.95], [0.83, -0.18, 0.29], [-0.56, -3.62, -0.84], [-0.74, 0.60, -0.99], [0.53, 0.03, -0.64], [-0.86, -1.00, -1.08], [0.21, 0.25, 0.50], [-0.42, -0.25, 0.19], [1.34, 0.23, 0.14], [-0.60, -1.60, -1.06], [0.12, 0.42, 1.53]], "nbo_charge": [-0.4352, -0.3743, -0.2049, -0.0494, -0.4880, 0.0760, 0.2230, 0.2499, 0.2532, 0.4544, 0.2594, 0.2622, 0.2522, 0.2609, 0.2605], "homo_energy_ev": -13.96, "charge": 1, "de_lowest_ev": 0.909, "multiplicity": 1, "smiles": "C[N@H+]1C[C@@H]1CBr", "gap_ha": 0.392}

{"formula": "C17H32CaCl2O2P2", "method": "the ωB97M-V functional and the def2-TZVPD basis", "symbols": ["P", "P", "C", "C", "H", "H", "H", "H", "C", "H", "H", "H", "C", "H", "H", "H", "C", "H", "H", "H", "C", "H", "H", "H", "Ca", "C", "C", "C", "C", "C", "C", "C", "C", "C", "H", "H", "H", "H", "H", "H", "H", "H", "H", "H", "H", "H", "H", "H", "H", "Cl", "C", "Cl", "C", "O", "O", "H"], "positions_angstrom": [[0.154033, -2.126299, -1.777256], [0.547435, 2.050674, -1.479749], [-0.110827, -0.588148, -2.743657], [0.913498, 0.576535, -2.616840], [-1.123006, -0.180105, -2.609988], [-0.086267, -0.926781, -3.779346], [1.851773, 0.193849, -2.166742], [1.150041, 0.942026, -3.633535], [-0.859904, 2.813803, -2.410111], [-1.179820, 3.696149, -1.837574], [-1.725321, 2.142514, -2.523554], [-0.503795, 3.158040, -3.392998], [1.834847, 3.212210, -2.036643], [1.489883, 3.835584, -2.875649], [2.738947, 2.657243, -2.312801], [2.037814, 3.853706, -1.169461], [-0.871202, -3.434688, -2.413073], [-0.949112, -4.231677, -1.668655], [-0.369444, -3.857716, -3.299900], [-1.865815, -3.089757, -2.699336], [1.780415, -2.758130, -2.150919], [2.554586, -1.985552, -2.206573], [1.686350, -3.243874, -3.136463], [2.076578, -3.533228, -1.435508], [2.571760, 0.635640, 2.028638], [-1.694765, 1.404586, 0.914044], [-2.666286, 1.182433, 0.033353], [-2.835484, -0.138398, -0.604628], [-2.864924, -1.380711, 0.305029], [-1.723538, -2.228536, 0.123077], [-0.326942, -1.830470, -0.047138], [0.210051, -0.451260, 0.456471], [-0.552050, 0.499191, 1.375419], [1.470754, -1.197462, 3.210339], [-1.588317, 2.371432, 1.405115], [-3.189199, 2.028242, -0.438129], [-1.872703, -0.205572, -1.135291], [-3.664851, -0.192766, -1.341441], [-3.035823, -1.073264, 1.342918], [-3.737717, -2.011924, 0.099619], [-1.877503, -3.311058, 0.186222], [0.299763, -2.600144, 0.471522], [0.654313, 0.101730, -0.403159], [1.072657, -0.801100, 1.087065], [-0.847237, -0.035408, 2.284707], [0.209013, 1.229665, 1.754176], [2.095372, -1.544081, 4.057486], [1.409082, -2.028901, 2.474091], [0.449020, -1.019631, 3.579867], [0.405249, 3.568035, 5.436923], [1.324281, 2.068771, 5.576804], [0.233625, 0.653893, 5.818067], [2.143670, 1.790431, 4.334261], [3.027260, 0.850025, 4.309868], [1.757680, 2.367309, 3.220470], [1.972102, 2.122926, 6.460555]], "atomic_forces_ev_per_a": [[-0.73, 1.30, 0.09], [-0.80, -0.19, -0.80], [0.05, 0.36, -0.78], [0.68, -0.05, 0.16], [0.31, -0.58, 0.02], [-0.03, 0.04, -0.24], [-0.14, 0.09, -0.45], [-0.03, -0.07, 0.45], [-0.09, 0.13, 0.10], [-0.05, -0.23, -0.17], [0.34, 0.22, 0.11], [-0.22, -0.21, 0.18], [0.24, 0.31, -0.07], [0.33, -0.22, 0.19], [-0.02, 0.27, 0.05], [0.21, 0.00, -0.37], [-0.05, -0.52, -0.96], [-0.11, 0.26, 0.03], [-0.22, 0.16, 0.15], [0.15, -0.08, 0.28], [0.92, -0.30, -1.03], [-0.14, -0.17, 0.10], [0.46, 0.17, 0.29], [-0.14, 0.22, 0.04], [-0.49, -0.36, 0.97], [0.68, 0.28, 0.22], [0.01, 0.76, -0.08], [0.17, -0.41, -0.83], [-1.42, 0.64, 0.18], [1.57, -1.75, -0.50], [-0.23, -0.65, 2.28], [1.24, -0.58, -0.67], [-0.42, 0.31, 0.54], [0.50, -0.55, -0.52], [-0.25, 0.12, -0.41], [-0.22, -0.22, 0.88], [-0.85, -0.37, -0.13], [0.51, 0.32, 0.32], [-0.01, 0.48, 0.28], [-0.21, 0.32, -0.16], [0.07, 0.39, 0.26], [-0.10, 0.25, -0.24], [-0.58, -0.51, 0.98], [-0.72, 0.34, -0.49], [0.00, -0.06, -0.18], [-0.62, -0.40, -0.22], [-0.32, 0.12, -0.35], [-0.12, -0.15, 0.54], [0.37, -0.05, -0.15], [0.08, -0.09, 0.18], [0.17, -0.30, 0.65], [0.29, 0.53, 0.02], [0.59, -1.38, -3.23], [-1.25, 2.80, 0.74], [0.91, -0.72, 2.05], [-0.30, 0.00, -0.30]], "nbo_charge": [1.5536, 0.8163, -0.7679, -0.7024, 0.2702, 0.2397, 0.2017, 0.2292, -0.9327, 0.2426, 0.2377, 0.2126, -0.9566, 0.2270, 0.2281, 0.2391, -0.9802, 0.2749, 0.2233, 0.2740, -1.0147, 0.2439, 0.2441, 0.2600, 1.6969, -0.1948, -0.1850, -0.4594, -0.4166, -0.5917, -0.5263, -0.4637, -0.4597, -1.3422, 0.2047, 0.1997, 0.1924, 0.2082, 0.1646, 0.2021, 0.1812, 0.2140, 0.1903, 0.2132, 0.2598, 0.1913, 0.2047, 0.1572, 0.2046, 0.0120, -0.3114, 0.0061, 0.7268, -0.7512, -0.8358, 0.2444], "homo_energy_ev": -4.61, "charge": 0, "de_lowest_ev": 1.570, "multiplicity": 1, "gap_ha": 0.135}

{"formula": "CH4NO3S2", "method": "the ωB97M-V functional and the def2-TZVPD basis", "symbols": ["C", "N", "O", "O", "O", "S", "S", "H", "H", "H", "H"], "positions_angstrom": [[1.139555, 1.309160, -0.342614], [0.870700, 0.190573, -1.219360], [-2.143872, -0.484519, -0.080903], [-1.936492, -2.701032, 0.988372], [-1.187210, -0.670544, 2.190096], [1.140111, -1.340959, -0.514114], [-1.480084, -1.320752, 0.917779], [2.155579, 1.198163, 0.040296], [1.074035, 2.230749, -0.924612], [0.452374, 1.369242, 0.508894], [-0.084698, 0.219918, -1.563835]], "atomic_forces_ev_per_a": [[0.05, 0.14, 0.07], [-0.10, -0.46, -0.03], [0.46, -0.27, 0.29], [0.38, 0.49, -0.07], [-0.02, -0.32, -0.58], [-1.54, 0.02, 0.66], [0.73, 0.17, -0.39], [-0.06, 0.11, 0.01], [0.02, 0.13, 0.04], [-0.02, -0.03, 0.04], [0.10, 0.01, -0.02]], "nbo_charge": [-0.4178, -0.7687, -0.9621, -0.9405, -0.9466, -0.1477, 2.2581, 0.1904, 0.1721, 0.1868, 0.3759], "homo_energy_ev": [-3.95, -3.57], "charge": -1, "de_lowest_ev": 0.648, "multiplicity": 1, "gap_ha": [0.268, 0.244]}

Repeat the second record exactly.
{"formula": "C4H9BrN", "method": "the ωB97M-V functional and the def2-TZVPD basis", "symbols": ["C", "N", "C", "C", "C", "Br", "H", "H", "H", "H", "H", "H", "H", "H", "H"], "positions_angstrom": [[-0.357182, -0.893686, 1.803779], [0.275434, -0.150002, 0.767873], [0.863169, -0.874346, -0.478607], [-0.318179, 0.076145, -0.597568], [-0.364305, 1.604763, -1.373080], [0.614401, 1.656795, -3.039037], [-0.180301, -1.852769, 1.556052], [0.278566, -0.858775, 2.743463], [-1.393903, -0.642467, 2.086245], [0.889562, 0.617659, 1.159796], [0.641819, -1.935104, -0.594102], [1.844763, -0.491773, -0.780754], [-1.350866, -0.366205, -0.661847], [-0.099730, 2.501661, -0.702804], [-1.343249, 1.608106, -1.889409]], "atomic_forces_ev_per_a": [[0.03, 1.22, 3.50], [1.98, 2.06, -1.47], [-1.30, 1.98, -0.01], [-0.43, 1.50, -1.04], [-0.14, -1.66, 0.95], [0.83, -0.18, 0.29], [-0.56, -3.62, -0.84], [-0.74, 0.60, -0.99], [0.53, 0.03, -0.64], [-0.86, -1.00, -1.08], [0.21, 0.25, 0.50], [-0.42, -0.25, 0.19], [1.34, 0.23, 0.14], [-0.60, -1.60, -1.06], [0.12, 0.42, 1.53]], "nbo_charge": [-0.4352, -0.3743, -0.2049, -0.0494, -0.4880, 0.0760, 0.2230, 0.2499, 0.2532, 0.4544, 0.2594, 0.2622, 0.2522, 0.2609, 0.2605], "homo_energy_ev": -13.96, "charge": 1, "de_lowest_ev": 0.909, "multiplicity": 1, "smiles": "C[N@H+]1C[C@@H]1CBr", "gap_ha": 0.392}

Question: charge of number 4 (CH4NO3S2)?
Answer: -1

Repeat the second record exactly.
{"formula": "C4H9BrN", "method": "the ωB97M-V functional and the def2-TZVPD basis", "symbols": ["C", "N", "C", "C", "C", "Br", "H", "H", "H", "H", "H", "H", "H", "H", "H"], "positions_angstrom": [[-0.357182, -0.893686, 1.803779], [0.275434, -0.150002, 0.767873], [0.863169, -0.874346, -0.478607], [-0.318179, 0.076145, -0.597568], [-0.364305, 1.604763, -1.373080], [0.614401, 1.656795, -3.039037], [-0.180301, -1.852769, 1.556052], [0.278566, -0.858775, 2.743463], [-1.393903, -0.642467, 2.086245], [0.889562, 0.617659, 1.159796], [0.641819, -1.935104, -0.594102], [1.844763, -0.491773, -0.780754], [-1.350866, -0.366205, -0.661847], [-0.099730, 2.501661, -0.702804], [-1.343249, 1.608106, -1.889409]], "atomic_forces_ev_per_a": [[0.03, 1.22, 3.50], [1.98, 2.06, -1.47], [-1.30, 1.98, -0.01], [-0.43, 1.50, -1.04], [-0.14, -1.66, 0.95], [0.83, -0.18, 0.29], [-0.56, -3.62, -0.84], [-0.74, 0.60, -0.99], [0.53, 0.03, -0.64], [-0.86, -1.00, -1.08], [0.21, 0.25, 0.50], [-0.42, -0.25, 0.19], [1.34, 0.23, 0.14], [-0.60, -1.60, -1.06], [0.12, 0.42, 1.53]], "nbo_charge": [-0.4352, -0.3743, -0.2049, -0.0494, -0.4880, 0.0760, 0.2230, 0.2499, 0.2532, 0.4544, 0.2594, 0.2622, 0.2522, 0.2609, 0.2605], "homo_energy_ev": -13.96, "charge": 1, "de_lowest_ev": 0.909, "multiplicity": 1, "smiles": "C[N@H+]1C[C@@H]1CBr", "gap_ha": 0.392}

Question: Which formula does entry 1 have?
Answer: C19H27BrN3O2PS